(1)
Here is a molecular structure, C35H44ClCsO4Se at a distorted geometry from OMol25. Energies are from ωB97M-V with the def2-TZVPD basis set.

Geometry as XYZ:
```
86
C35H44ClCsO4Se | OMol25 | ωB97M-V with the def2-TZVPD basis set
Cs -0.893 2.075 -2.247
C -1.605 -1.943 4.982
C -2.195 -2.748 3.827
C -1.387 -4.049 3.698
C -3.643 -3.112 4.188
C -2.158 -1.965 2.515
C -1.574 -0.710 2.373
C -1.539 -0.041 1.153
Se -0.700 1.679 0.973
C 1.171 1.215 1.044
C 1.726 0.612 2.168
C 3.070 0.261 2.232
C 3.849 0.572 1.109
C 3.354 1.167 -0.041
C 1.955 1.518 -0.111
O 1.436 2.057 -1.156
C 4.243 1.450 -1.254
C 5.700 1.057 -1.015
C 3.740 0.644 -2.462
C 4.218 2.948 -1.593
C 3.711 -0.449 3.423
C 4.315 -1.791 2.979
C 4.831 0.415 4.019
C 2.690 -0.744 4.519
C -2.145 -0.590 -0.022
O -2.170 0.048 -1.130
C -2.722 -1.908 0.116
C -2.713 -2.527 1.355
C -3.315 -2.578 -1.127
C -3.924 -3.943 -0.815
C -4.423 -1.708 -1.740
C -2.201 -2.794 -2.166
H -1.664 -2.531 5.904
H -2.145 -1.005 5.139
H -0.555 -1.690 4.812
H -1.416 -4.624 4.632
H -0.344 -3.829 3.455
H -1.784 -4.681 2.898
H -3.678 -3.681 5.126
H -4.110 -3.719 3.409
H -4.248 -2.208 4.304
H -1.129 -0.215 3.229
H 1.068 0.407 3.005
H 4.901 0.313 1.139
H 5.807 -0.010 -0.799
H 6.151 1.616 -0.189
H 6.274 1.274 -1.922
H 3.817 -0.429 -2.254
H 4.360 0.866 -3.340
H 2.701 0.882 -2.683
H 4.635 3.528 -0.764
H 3.199 3.284 -1.780
H 4.831 3.134 -2.484
H 5.078 -1.649 2.209
H 3.540 -2.437 2.557
H 4.780 -2.311 3.827
H 5.603 0.632 3.275
H 5.308 -0.094 4.867
H 4.432 1.373 4.364
H 1.883 -1.387 4.156
H 2.229 0.170 4.905
H 3.184 -1.255 5.352
H -3.158 -3.513 1.435
H -4.756 -3.874 -0.107
H -3.186 -4.638 -0.402
H -4.307 -4.376 -1.745
H -5.251 -1.598 -1.033
H -4.809 -2.191 -2.647
H -4.041 -0.720 -1.993
H -1.444 -3.477 -1.764
H -1.720 -1.852 -2.420
H -2.620 -3.247 -3.073
Cl -4.254 6.666 -8.183
C -3.377 5.517 -7.158
C -2.625 4.481 -7.756
C -1.936 3.577 -7.001
C -1.934 3.620 -5.545
O -1.310 2.784 -4.858
C -2.715 4.705 -4.978
C -2.831 4.947 -3.546
O -2.302 4.328 -2.641
C -3.412 5.613 -5.798
H -2.597 4.406 -8.839
H -1.360 2.783 -7.462
H -3.485 5.813 -3.298
H -3.984 6.405 -5.325
```

HOMO (hartree): -0.059
Energy above the lowest of the compared OMol25 structures with the same formula, charge and spin (eV): 0.865
Total charge: -2
Kohn-Sham gap (eV): 5.539
2S+1: 1

Results of the Mulliken charge analysis, in e, for atoms 1 through 8: atom 1 (Cs): 1.545, atom 2 (C): -1.774, atom 3 (C): 2.397, atom 4 (C): -1.692, atom 5 (C): -1.894, atom 6 (C): -0.705, atom 7 (C): -0.260, atom 8 (C): -0.672

(2)
Here is a molecular structure, C35H44CoN2O2P3 at a distorted geometry from OMol25. Energies are from ωB97M-V with the def2-TZVPD basis set.

Geometry as XYZ:
```
87
C35H44CoN2O2P3 | OMol25 | ωB97M-V with the def2-TZVPD basis set
C -0.859 3.743 -1.501
C -1.069 2.460 -0.949
N -0.214 2.070 0.069
C 0.843 2.816 0.442
C 0.911 4.162 0.056
C 0.066 4.623 -0.968
C -2.064 1.557 -1.337
P -2.228 -0.025 -0.585
Co -0.239 0.064 0.633
P 1.973 0.373 0.928
C 1.874 2.170 1.375
C -0.237 -1.912 0.452
C -1.382 -2.608 0.848
C -1.349 -3.997 1.046
C -0.179 -4.716 0.798
C 0.942 -4.036 0.317
C 0.898 -2.646 0.106
O -0.499 0.818 -5.672
O 1.981 -2.127 -3.096
H -1.528 4.021 -2.296
H 1.713 4.789 0.455
H 0.160 5.645 -1.358
C -3.840 0.155 0.248
C -2.544 -1.265 -1.931
H 2.853 2.668 1.243
H 1.546 2.310 2.427
H -1.338 1.062 -6.143
H -2.720 1.905 -2.106
C 2.822 -0.546 2.268
C 3.055 0.389 -0.528
H -2.318 -2.093 1.048
H -2.251 -4.528 1.346
H -0.157 -5.807 0.917
H 1.862 -4.585 0.090
H 1.762 -2.184 -0.372
H -0.245 0.291 -0.780
H 1.161 -2.077 -2.522
H 1.978 -1.236 -3.506
H 0.048 1.581 -5.337
H 0.418 -0.279 -0.880
H -4.639 0.478 -0.452
H -4.139 -0.782 0.731
H -3.731 0.925 1.033
H -3.392 -0.973 -2.574
H -1.650 -1.363 -2.568
H -2.763 -2.246 -1.474
H 3.952 0.969 -0.293
H 3.336 -0.646 -0.752
H 2.524 0.853 -1.372
H 3.815 -0.079 2.415
H 2.227 -0.525 3.203
H 2.958 -1.582 1.895
N -0.696 0.291 2.298
P -1.192 -0.127 3.744
C -2.797 -0.933 3.751
C -3.919 -0.205 3.325
C -5.171 -0.820 3.271
C -5.305 -2.157 3.685
C -4.186 -2.878 4.115
C -2.930 -2.281 4.132
C -0.024 -1.235 4.544
C 0.419 -0.960 5.847
C 1.310 -1.838 6.455
C 1.766 -2.969 5.776
C 1.343 -3.231 4.466
C 0.459 -2.356 3.842
C -1.208 1.416 4.664
C -2.384 1.852 5.295
C -2.354 3.062 5.984
C -1.183 3.829 5.996
C -0.021 3.412 5.322
C -0.027 2.186 4.648
H -3.825 0.850 3.047
H -6.049 -0.268 2.916
H -6.285 -2.651 3.661
H -4.273 -3.918 4.452
H -2.056 -2.828 4.482
H 0.035 -0.073 6.356
H 1.630 -1.624 7.476
H 2.457 -3.644 6.265
H 1.691 -4.116 3.929
H 0.121 -2.549 2.815
H -3.287 1.237 5.258
H -3.258 3.380 6.513
H -1.176 4.767 6.549
H 0.888 4.020 5.337
H 0.879 1.820 4.149
```

HOMO (alpha / beta) (hartree): -0.217 / -0.222
⟨S²⟩: 6.033
Total charge: 0
Kohn-Sham gap (alpha / beta) (eV): 6.494 / 5.762
2S+1: 5

Results of the Mulliken charge analysis, in e, for atoms 1 through 8: atom 1 (C): -1.168, atom 2 (C): 0.717, atom 3 (N): 0.399, atom 4 (C): 0.474, atom 5 (C): -0.984, atom 6 (C): -0.415, atom 7 (C): -1.494, atom 8 (P): 1.860

(3)
Here is a molecular structure, C35H44CsN5O2PS2Si2 at a distorted geometry from OMol25. Energies are from ωB97M-V with the def2-TZVPD basis set.

Geometry as XYZ:
```
92
C35H44CsN5O2PS2Si2 | OMol25 | ωB97M-V with the def2-TZVPD basis set
Cs -0.776 1.446 -1.822
N 4.422 -0.190 -1.839
C 3.499 0.837 -2.012
N 2.897 1.411 -1.029
C 2.061 2.456 -1.456
C 2.052 2.616 -2.841
S 3.122 1.458 -3.594
C 1.304 3.180 -0.536
C 1.492 3.170 0.973
S 1.045 4.909 1.411
C 0.257 5.125 -0.170
N 0.493 4.214 -1.016
N -0.487 6.290 -0.400
H 4.328 -0.644 -0.941
H 4.467 -0.846 -2.600
H 1.596 3.405 -3.415
H 2.555 3.079 1.219
H -1.097 6.534 0.365
H -1.005 6.207 -1.262
O -2.831 1.489 -3.337
C -3.607 1.303 -2.393
C -5.108 1.608 -2.461
C -5.586 1.314 -1.041
C -4.325 0.778 -0.344
O -4.317 0.369 0.806
N -3.240 0.829 -1.185
H -5.557 0.959 -3.214
H -5.251 2.639 -2.786
H -6.376 0.565 -0.977
H -5.927 2.199 -0.503
C 1.082 -0.477 3.621
Si 1.858 1.045 2.827
C 2.548 2.136 4.190
C 3.333 0.394 1.892
C 0.668 2.058 1.759
Si -0.891 2.633 2.705
C -0.511 3.560 4.299
C -1.947 1.178 3.249
C -2.118 3.584 1.643
H 1.867 -1.212 3.842
H 0.348 -0.952 2.960
H 0.578 -0.235 4.562
H 3.485 1.710 4.568
H 1.850 2.223 5.027
H 2.762 3.149 3.826
H 3.895 -0.305 2.525
H 3.997 1.203 1.571
H 3.011 -0.122 0.986
H 0.244 1.392 0.987
H -0.248 2.848 5.090
H -1.413 4.094 4.623
H 0.298 4.286 4.202
H -1.419 0.438 3.847
H -2.409 0.675 2.388
H -2.763 1.580 3.865
H -1.878 4.643 1.548
H -3.113 3.485 2.093
H -2.191 3.139 0.647
C -0.202 -3.974 -5.488
C -0.082 -4.773 -4.354
C 0.052 -4.190 -3.104
C 0.074 -2.802 -2.961
C -0.049 -2.016 -4.101
C -0.186 -2.597 -5.360
P 0.238 -1.972 -1.316
C -1.059 -2.885 -0.376
C -2.313 -2.275 -0.331
C -3.379 -2.883 0.324
C -3.202 -4.113 0.939
C -1.956 -4.732 0.901
C -0.892 -4.121 0.251
C 1.784 -2.759 -0.696
C 1.998 -2.878 0.679
C 3.183 -3.403 1.175
C 4.189 -3.802 0.304
C 3.998 -3.672 -1.065
C 2.805 -3.156 -1.561
H -0.310 -4.429 -6.466
H -0.097 -5.853 -4.448
H 0.143 -4.821 -2.227
H -0.036 -0.937 -4.020
H -0.281 -1.968 -6.236
H -2.467 -1.307 -0.802
H -4.331 -2.369 0.375
H -4.026 -4.584 1.463
H -1.809 -5.690 1.387
H 0.074 -4.613 0.246
H 1.229 -2.549 1.371
H 3.327 -3.487 2.247
H 5.116 -4.208 0.690
H 4.780 -3.975 -1.753
H 2.665 -3.066 -2.631
```

HOMO (hartree): -0.086
Energy above the lowest of the compared OMol25 structures with the same formula, charge and spin (eV): 1.350
Total charge: -1
Kohn-Sham gap (eV): 4.418
2S+1: 1

Results of the Mulliken charge analysis, in e, for atoms 1 through 8: atom 1 (Cs): 1.985, atom 2 (N): -0.549, atom 3 (C): 0.409, atom 4 (N): -0.038, atom 5 (C): -0.064, atom 6 (C): -0.132, atom 7 (S): -0.381, atom 8 (C): -2.095

(4)
Here is a molecular structure, C35H44F10N4SbTl from OMol25. Energies are from ωB97M-V with the def2-TZVPD basis set.

Geometry as XYZ:
```
95
C35H44F10N4SbTl | OMol25 | ωB97M-V with the def2-TZVPD basis set
Tl 0.019 -0.070 -1.463
C 0.392 0.170 -4.939
N -0.314 -0.651 -3.957
C 0.206 -2.022 -4.066
C -0.233 -2.966 -2.965
N 0.105 -2.434 -1.654
C 0.121 -3.361 -0.653
C -0.625 -4.559 -0.599
F -1.578 -4.822 -1.520
C -0.488 -5.500 0.408
F -1.247 -6.604 0.383
C 0.397 -5.305 1.451
F 0.527 -6.211 2.432
C 1.143 -4.138 1.453
F 2.038 -3.919 2.430
C 0.989 -3.212 0.443
F 1.791 -2.113 0.478
C -1.763 -0.529 -4.134
C -2.566 -0.874 -2.884
N -2.136 -0.075 -1.744
C -3.042 0.006 -0.713
C -3.084 1.145 0.109
F -2.217 2.153 -0.152
C -4.014 1.344 1.110
F -4.006 2.482 1.817
C -4.980 0.385 1.364
F -5.884 0.560 2.335
C -4.983 -0.755 0.584
F -5.893 -1.708 0.809
C -4.043 -0.937 -0.418
F -4.107 -2.111 -1.074
H 0.272 -0.237 -5.952
H -0.012 1.179 -4.934
H 1.454 0.206 -4.700
H -0.076 -2.445 -5.043
H 1.296 -1.941 -4.039
H -1.286 -3.223 -3.092
H 0.313 -3.904 -3.144
H -1.967 0.518 -4.370
H -2.111 -1.137 -4.983
H -3.606 -0.613 -3.119
H -2.563 -1.942 -2.685
C -0.944 3.477 -2.637
N 0.150 2.843 -1.921
C 0.405 3.517 -0.657
C 1.359 2.837 -2.726
C 2.383 1.825 -2.274
C 3.728 2.157 -2.411
C 4.725 1.231 -2.154
C 4.385 -0.053 -1.767
C 3.048 -0.392 -1.606
C 2.046 0.543 -1.841
H -0.742 4.541 -2.837
H -1.856 3.397 -2.053
H -1.103 2.971 -3.589
H 0.705 4.564 -0.819
H 1.216 3.005 -0.135
H -0.483 3.501 -0.031
H 1.831 3.835 -2.745
H 1.082 2.614 -3.756
H 3.994 3.154 -2.738
H 5.764 1.512 -2.263
H 5.155 -0.787 -1.575
H 2.783 -1.393 -1.303
C 2.631 1.102 4.269
C 2.477 0.932 2.762
C 3.412 -0.162 2.260
Sb 0.453 0.643 2.015
C -0.502 2.359 2.966
C 0.416 3.579 2.973
C -1.080 2.118 4.356
C -0.282 -1.107 3.081
C -1.719 -1.375 2.648
C -0.138 -1.222 4.593
H 3.658 1.401 4.497
H 2.453 0.167 4.795
H 1.971 1.852 4.695
H 2.755 1.871 2.272
H 3.133 -1.139 2.656
H 4.433 0.046 2.589
H 3.420 -0.232 1.172
H -1.331 2.561 2.295
H 1.181 3.502 3.743
H -0.167 4.477 3.193
H 0.927 3.747 2.026
H -0.322 1.790 5.067
H -1.876 1.376 4.342
H -1.509 3.047 4.742
H 0.348 -1.872 2.640
H -2.402 -0.613 3.026
H -2.057 -2.336 3.043
H -1.826 -1.413 1.561
H -0.729 -0.482 5.127
H 0.896 -1.138 4.919
H -0.494 -2.207 4.907
```

HOMO (hartree): -0.267
Energy above the lowest of the compared OMol25 structures with the same formula, charge and spin (eV): 0.000
Total charge: 0
Kohn-Sham gap (eV): 7.400
2S+1: 1

Results of the Mulliken charge analysis, in e, for atoms 1 through 8: atom 1 (Tl): 2.320, atom 2 (C): -1.304, atom 3 (N): 1.198, atom 4 (C): -1.674, atom 5 (C): -0.896, atom 6 (N): 0.147, atom 7 (C): 0.043, atom 8 (C): 0.575